Entry 1:
54
Properties=species:S:1:pos:R:3 method="wB97M-V/def2-TZVPD" total_charge=-1 homo_energy_ha="-0.0717 / -0.0045" energy_ha=-2047.72756 e_lumo_ev="2.9 / 2.8" e_above_lowest_kj_mol=80.9
Cl 2.52554 -0.67568 -2.34400
Cl 0.21808 1.89381 -0.45166
O 3.12589 -1.16638 0.17156
O 3.36655 0.97719 -0.42889
O -0.28310 -1.21134 -0.26091
O 0.88447 0.06619 1.73016
N 0.65929 -0.64827 3.85131
N 3.72955 3.12598 -0.92745
C 0.57700 0.73064 4.33712
C 0.84199 -0.89935 2.56968
C -2.82890 0.33138 -1.38168
C -3.63291 -3.66437 -2.66281
C -2.68880 -3.92888 -3.66313
C 0.55235 -1.72149 4.82919
C -2.49094 -0.23388 -0.21461
C 3.01307 -0.38160 -0.72249
C -1.36858 -3.50101 -3.50577
C 4.53102 3.30296 0.29481
C 3.15176 2.00676 -1.22710
C -1.62860 -1.52884 -0.23407
C -3.35905 1.71665 -1.55225
C -2.79260 0.36383 1.12850
C -0.98724 -2.78491 -2.36548
C -3.25912 -2.94695 -1.53076
C 3.73257 4.21921 -1.89863
C -1.95146 -2.46143 -1.40569
Be 0.20194 0.12476 0.32054
H -3.38649 2.27701 -0.60962
H 1.49942 0.99442 4.86775
H -0.61754 -3.71428 -4.26578
H -3.77793 0.85578 1.10251
H -3.97329 -2.70300 -0.73668
H -4.66127 -4.01129 -2.76161
H 4.73271 4.33203 -2.33621
H -2.98401 -4.48054 -4.55869
H 0.42757 1.40862 3.49661
H -2.71413 -0.23899 -2.30886
H -2.73176 2.27180 -2.26215
H -0.40493 -1.64704 5.36139
H -1.87502 -2.07804 0.69512
H -2.05085 1.12931 1.42485
H 0.03889 -2.44037 -2.23080
H 3.01805 3.97258 -2.68808
H 5.59469 3.18347 0.05682
H 0.94437 -1.94599 2.24183
H -4.37165 1.69476 -1.97644
H -2.82356 -0.41875 1.90231
H 3.45557 5.15680 -1.40805
H 1.36344 -1.65661 5.56563
H -0.25835 0.79833 5.03922
H 4.23951 2.59439 1.06781
H 2.48923 1.91312 -2.08665
H 4.38146 4.32907 0.64513
H 0.60605 -2.68156 4.30720

=====

Entry 2:
9
Properties=species:S:1:pos:R:3 method="wB97M-V/def2-TZVPD" homo_energy_ha=-0.3961 energy_ha=-627.15165 e_lumo_ev=0.6 smiles="O=S1(=O)CC1" e_above_lowest_kj_mol=347.8
S 0.62821 -0.68012 -0.45972
O 0.05324 -1.11183 -1.72234
O 1.87828 -1.23208 0.02892
C 0.22725 0.95493 -0.19207
C -0.71221 -0.32952 0.73613
H -1.77708 -0.51736 0.32564
H 0.86256 1.46196 0.38937
H -0.64540 -0.15248 1.74236
H -0.51486 1.60650 -0.84829

=====

Entry 3:
20
Properties=species:S:1:pos:R:3 method="wB97M-V/def2-TZVPD" homo_energy_ha=-0.3120 energy_ha=-3136.77950 e_lumo_ev=0.8 smiles="C[SiH](C)[C@H]1C=CC=C1Br" e_above_lowest_kj_mol=167.3
Br -3.46770 0.70398 0.24417
Si 0.36122 1.18863 0.17436
C -0.75268 -0.15576 -0.63958
C -0.84575 -2.43027 -0.08975
C 1.56006 1.71679 -1.19485
C -0.01034 -1.59861 -0.65687
C 1.28205 0.72224 1.73573
C -2.02441 -0.54242 -0.05248
C -2.01737 -1.81953 0.29454
H 2.31658 0.86136 -1.49700
H 2.13873 1.32594 2.00520
H 1.75130 -0.15211 1.35467
H -2.86998 -2.32558 0.78523
H -0.66378 2.36698 0.34862
H 0.60486 0.46273 2.45332
H -0.88701 0.37872 -1.65353
H 2.10494 2.48461 -0.67462
H -0.54836 -3.46265 0.20645
H 0.96062 2.08322 -2.04723
H 1.00702 -1.80826 -1.09639

=====

Entry 4:
172
Properties=species:S:1:pos:R:3 method="wB97M-V/def2-TZVPD" total_charge=+2 homo_energy_ha=-0.4347 energy_ha=-13548.44600 e_lumo_ev=-3.9 e_above_lowest_kj_mol=888.1
As -18.45958 2.82262 -26.54014
As -10.05511 12.36883 -15.33061
As -13.62142 18.83597 -23.54272
As -3.76132 13.60467 -28.86851
F -3.47878 14.54598 -27.40268
F -20.14716 2.42569 -26.80968
F -11.18467 12.77761 -14.04625
F -5.24244 14.68224 -29.35728
F -16.71552 3.22965 -26.26511
F -4.01798 12.72826 -30.41299
F -9.11068 13.87902 -14.94926
F -9.20853 11.27796 -14.14181
F -18.36520 1.27689 -25.73000
F -18.76899 3.60545 -24.95377
F -10.97605 10.84589 -15.70228
F -18.49780 4.42159 -27.42382
F -12.32902 17.75639 -24.05987
F -14.96832 19.76145 -22.83128
F -18.09458 1.96940 -28.05871
F -12.39378 19.51562 -22.42724
F -4.91475 12.60246 -27.95013
F -14.77903 18.07399 -24.70033
F -8.88519 11.87711 -16.63978
F -13.95119 17.64381 -22.22051
F -13.19315 20.11998 -24.74334
F -2.45801 12.38176 -28.43232
F -11.00956 13.19398 -16.50936
F -2.52739 14.68140 -29.71240
O -17.36908 16.17449 -33.43787
O -12.36214 6.45570 -21.20574
O -11.16702 -0.60464 -26.70304
O -18.91736 10.44768 -19.08547
O -0.29953 9.81382 -21.78130
O -4.95681 -1.17256 -14.39493
N -17.87852 11.70744 -16.47971
N -11.45117 8.82935 -23.06161
N -11.67951 -0.09284 -29.39587
N -6.81888 1.30756 -15.31476
N -0.50001 12.33772 -20.58003
N -14.48578 15.60547 -32.32418
C -10.95532 -1.69865 -27.64258
C -12.46998 14.28197 -31.16013
C -3.53746 -1.31711 -14.42471
C -8.15179 1.74426 -13.00611
C -1.14725 9.87730 -20.57290
C -13.40157 10.47855 -23.57879
C -19.75347 10.69427 -17.98198
C -18.55123 16.92898 -33.19568
C -13.08187 14.83671 -32.45767
C -5.55454 0.58039 -15.93714
C -7.09173 0.95269 -13.79528
C -19.63311 10.13649 -20.35741
C -9.06605 9.82394 -22.72420
C -6.66424 2.87000 -15.43143
C -10.80006 7.53385 -23.51487
C -10.42737 9.99988 -23.36160
C -19.48164 13.25963 -17.73387
C -12.67668 7.80259 -21.06531
C -13.05280 17.90223 -32.03589
C -11.66164 8.77485 -21.50621
C -16.22047 16.81810 -33.90546
C -19.26399 11.78120 -17.08753
C -14.88859 15.93814 -33.78805
C -8.06509 0.79630 -16.10734
C -10.66345 -1.13079 -29.10104
C -6.45685 3.44757 -16.88456
C -13.37745 5.53047 -20.82297
C -0.76068 11.08480 -19.65957
C -0.48129 8.79946 -22.71807
C -14.15638 16.92390 -31.47339
C -12.81131 9.05684 -23.80194
C -1.89008 11.44592 -18.74056
C -9.21892 -0.55284 -29.13179
C -10.88274 -0.93192 -25.36021
C -5.59913 -0.82366 -15.60491
C -15.55205 14.63090 -31.66602
H -20.39278 13.33530 -18.32734
H -20.44145 9.41522 -20.23721
H -0.11466 13.10744 -20.05169
H -8.33390 1.33665 -12.01173
H -18.86424 9.68272 -20.98274
H -12.69518 7.98243 -19.99041
H -18.74782 17.74945 -33.88581
H -8.86909 1.52318 -15.99186
H -13.77992 16.53187 -30.52856
H -7.64644 3.20816 -15.10122
H -12.33280 17.24758 -32.52695
H -9.84755 -1.23422 -25.20180
H -0.06132 7.94195 -22.19233
H -17.17518 11.43888 -17.15298
H -11.17119 0.60529 -29.91964
H -13.52204 8.23943 -23.68022
H -13.30427 14.03274 -33.15928
H -7.95134 2.80771 -12.87573
H -7.18884 2.94455 -17.51644
H -19.63440 14.11297 -17.07314
H -20.65461 11.03687 -18.49059
H -19.90590 9.79392 -17.38680
H -1.98504 10.57780 -18.08829
H -9.89318 7.34482 -22.94049
H -12.51358 -0.38178 -29.88673
H -9.01190 9.36436 -21.73731
H -3.32019 -2.13925 -15.10660
H -16.48615 15.19252 -31.67801
H -18.64448 17.27155 -32.16512
H -6.13656 1.14814 -13.30789
H 0.16256 12.01667 -21.27143
H -13.64651 8.08462 -21.47520
H -14.34987 5.72471 -21.27547
H -11.71231 13.55388 -31.44981
H -12.09097 15.14818 -30.61777
H -5.21128 -1.40183 -16.44360
H -8.46228 9.18945 -23.37303
H -11.93629 9.76367 -21.13888
H -11.14244 0.04821 -24.96018
H -13.50568 5.39725 -19.74876
H -10.95790 10.82544 -22.88717
H -2.94111 -0.44536 -14.69400
H -2.20316 9.85395 -20.84234
H -19.40899 16.26473 -33.30115
H -12.38238 15.43882 -33.03755
H -11.51410 -1.65074 -24.83792
H -8.93243 -0.08668 -28.18907
H -16.28364 16.99267 -34.97954
H -18.70075 13.41076 -18.47917
H -7.20910 -0.09486 -13.51782
H -10.72731 8.41831 -21.07262
H -19.98345 11.01407 -20.90074
H -10.14727 -2.37079 -27.35382
H 0.12456 10.98617 -19.03131
H -13.04209 4.53209 -21.10384
H -11.81923 -2.34640 -27.49372
H -8.85974 0.13750 -29.89500
H -1.59141 12.27004 -18.09269
H -17.58583 12.53560 -15.98115
H -9.06535 1.58764 -13.57966
H -5.89993 3.13688 -14.70156
H -10.80027 -1.94184 -29.81629
H -12.53747 8.97132 -24.85350
H -15.06019 17.50273 -31.28316
H -8.44532 -0.16687 -15.76703
H -10.52687 7.70992 -24.55528
H -1.38326 12.62333 -20.97801
H -10.45600 10.08366 -24.44800
H -6.59623 4.52779 -16.92694
H -17.85866 10.93272 -15.83200
H -1.54956 8.80220 -22.93463
H -13.52371 18.55399 -32.77180
H -15.63198 13.76310 -32.32074
H -15.28961 14.38640 -30.63673
H 0.10283 9.01794 -23.61203
H -4.64166 1.16693 -15.83361
H -5.46787 3.30442 -17.31988
H -14.02496 16.48840 -34.16146
H -11.31217 6.58508 -23.35458
H -8.52654 10.76712 -22.63781
H -15.97427 17.80235 -33.50705
H -3.02437 -1.65989 -13.52621
H -12.64236 18.60784 -31.31357
H -15.04470 14.95446 -34.23089
H -14.44832 10.40124 -23.87278
H -6.56335 -1.32395 -15.51499
H -12.05640 0.35259 -28.57146
H -5.64051 0.77043 -17.00699
H -8.53414 -1.38437 -29.29836
H -13.40869 10.65422 -22.50305
H -13.21856 13.86789 -30.48467
H -12.95825 11.32736 -24.09944
H -7.79509 0.74507 -17.16212
H -19.95365 11.92163 -16.25521
H -2.87043 11.69356 -19.14761
H -0.99312 8.90221 -20.11078

=====

Entry 5:
49
Properties=species:S:1:pos:R:3 method="wB97M-V/def2-TZVPD" total_charge=+2 homo_energy_ha=-0.5368 energy_ha=-3245.10977 e_lumo_ev=-9.3 e_above_lowest_kj_mol=32.4
Pb 0.47088 0.67013 -0.02764
I 4.66506 -0.17258 4.25098
Cl 0.65865 -3.01305 6.88453
Cl -2.36521 1.50384 1.19455
S -1.07970 3.38756 -1.63437
O -0.17653 2.13999 -1.67206
O -2.02458 0.50549 0.13363
O -1.13882 2.25698 1.40952
O 2.34966 -0.37143 2.11478
O -2.72550 0.79233 2.37785
O -3.40033 2.33760 0.71810
N 2.85691 -0.45020 -3.90760
N 2.36448 0.40838 -1.89202
N -0.89255 -2.37264 -4.19409
N 3.85647 0.32345 -3.45555
N -0.24127 -1.27995 2.18539
N -0.16006 -0.88140 -1.96186
C 1.08732 -2.20825 5.48235
C -0.38500 4.44092 -2.89042
C 1.97644 -0.37383 -2.93828
C -1.15458 -2.61444 4.46749
C 0.14907 -2.10426 4.40323
C -1.97940 -2.44048 3.37865
C 0.67073 -1.04322 -2.99635
C 3.55945 0.83239 -2.25981
C 1.93951 -0.89079 3.11675
C 0.54897 -1.45009 3.22515
C 0.29661 -1.79500 -4.10659
C 2.38716 -1.65612 5.45166
C 2.83127 -1.00289 4.34361
C -2.56888 2.86648 -2.45742
C -1.36191 -1.45217 -2.05502
C -1.48993 -1.76040 2.27084
C -1.71967 -2.19367 -3.17067
H -2.69974 -2.64963 -3.23287
H -0.95185 5.37171 -2.90310
H -2.12255 -1.57329 1.41464
H -0.41552 3.95105 -3.86175
H -1.50783 -3.12609 5.35183
H 3.00559 -1.76933 6.33143
H 4.21663 1.48335 -1.70736
H -2.34335 2.53642 -3.46992
H -3.26955 3.70139 -2.45964
H -2.99583 -2.80632 3.38184
H -2.98075 2.05833 -1.85609
H 0.98418 -1.92077 -4.93319
H 4.68655 0.45723 -4.01345
H -2.05189 -1.30132 -1.23716
H 0.64123 4.64857 -2.59453

=====

Entry 6:
118
Properties=species:S:1:pos:R:3 method="wB97M-V/def2-TZVPD" total_charge=+1 homo_energy_ha="-0.4233 / -0.4233" spin_multiplicity=2 s_squared=0.754 energy_ha=-3401.87296 e_lumo_ev="-2.8 / -9.4"
In -2.52247 -2.73173 2.48005
S 0.06549 -1.11527 -0.30840
S -1.18411 0.56891 0.55201
F -0.08378 -2.68179 -0.65853
F -2.12004 0.73621 1.87463
O 0.24641 2.82885 -4.85831
O -3.33376 -3.97910 -0.10808
O -2.05486 1.05952 -0.49440
O 2.11019 -4.22813 -2.21833
O -0.10261 -0.63063 -1.66840
O 0.06289 -4.15865 2.32892
O -0.28948 -1.92188 4.39281
O -0.31733 -4.05549 -3.64366
O 4.56810 1.12881 -2.52502
O -0.00292 1.40679 0.88208
O -5.13222 1.22764 3.08118
O 6.93658 -0.43233 2.25377
O 0.17651 5.68151 0.68802
O -5.68681 5.33641 -1.72591
O 1.37072 -1.12842 0.35265
O 4.84153 3.68381 2.43883
N -1.08377 -1.10630 0.69143
C -0.22235 -0.52495 4.46325
C -1.88042 -5.51272 -4.74299
C -0.88077 4.76153 0.44624
C -1.66742 4.53707 1.72950
C -4.52552 4.70266 -1.23557
C 4.63115 -1.30914 2.24104
C 1.46792 -3.95556 2.30695
C 2.53492 3.47095 2.02137
C -5.04794 3.32126 -0.75649
C -5.54886 3.54675 3.53517
C 1.03903 -0.06502 3.79075
C -4.09442 -3.75629 -2.32411
C 1.99472 -5.03301 1.34464
C 5.78913 -0.64568 1.48877
C -0.44127 -5.33562 -4.25195
C 2.59469 1.60958 -1.21305
C -4.52516 2.41582 3.56327
C -3.05057 -3.30109 -1.31701
C -0.43849 2.37242 -3.67130
C -1.87546 3.05217 -3.61255
C 4.00986 1.04803 -1.24070
C 3.77590 2.75470 2.46168
C 3.25719 -3.47927 -2.69197
C 2.69275 -2.45288 -3.69393
H 5.49690 0.88648 -2.51080
H -2.47160 3.82407 1.54782
H 5.45004 0.34045 1.17149
H 3.06513 -4.85660 1.23879
H -5.40134 6.06634 -2.28027
H -5.03804 -3.23811 -2.15330
H 4.06631 0.03769 -0.83559
H -1.69306 4.12528 -3.66955
H 6.01496 -1.22258 0.59196
H -0.18289 -6.09556 -3.51450
H 0.15504 2.59849 -2.78545
H 1.17323 2.59250 -4.77613
H 1.50852 -5.00925 0.36937
H -2.22052 5.44631 1.96504
H 2.12825 1.32452 -0.27003
H -0.27976 -0.26876 5.52116
H 4.08038 1.88040 1.88635
H -3.61737 -4.87796 -0.29031
H -3.66793 -3.60377 -3.31553
H 1.75455 2.72251 1.88364
H 2.33787 -5.11782 -1.93868
H -1.09227 4.14925 2.57028
H 4.82512 -2.28685 2.68213
H 1.79138 -0.47560 4.46416
H 1.91258 -6.02004 1.79973
H 1.81224 -4.04014 3.33768
H 2.36020 -2.90723 -4.62723
H 0.83643 5.53501 0.00637
H 0.44200 -2.26466 4.91147
H -4.36797 -4.81008 -2.27125
H 4.07608 -4.03542 -3.14828
H -2.53078 -5.68599 -3.88560
H 3.75031 -1.33421 1.59949
H 2.23130 4.18952 2.78265
H -4.99285 4.41088 3.89883
H -4.25999 2.19707 4.59764
H -5.86733 3.77640 2.51835
H 1.80555 -1.91025 -3.36753
H -3.09356 -2.23847 -1.07805
H 1.27802 -0.46442 2.80511
H -3.74190 4.66245 -1.99214
H -1.54752 5.10680 -0.34390
H -1.04147 -0.00886 3.96245
H -0.42964 3.85119 0.05144
H 4.54043 1.64168 -0.49627
H 2.64625 3.93156 1.03977
H -5.50759 2.81872 -1.60754
H 1.69963 -2.93874 1.98998
H 3.61793 -2.96442 -1.80152
H -2.21836 -4.58464 -5.20406
H 0.44170 -3.99239 -3.05929
H -6.38774 3.35795 4.20506
H 7.34246 -1.29584 2.35969
H 1.98354 1.23134 -2.03251
H -4.17496 2.73997 -0.45965
H 3.66273 2.42254 3.49365
H -4.75135 0.50862 3.59063
H -0.43978 1.28304 -3.70801
H -4.14598 5.29111 -0.40023
H -0.03683 -5.06521 2.62859
H 3.47584 -1.74906 -3.97588
H 2.52647 2.69339 -1.30688
H 1.10700 1.02267 3.81092
H -2.51894 2.79631 -4.45431
H -3.71382 2.63649 2.86964
H -2.06200 -3.54309 -1.70722
H 4.31723 -0.67270 3.06839
H 0.31509 -5.39923 -5.03424
H -2.03655 -6.28666 -5.49446
H 5.62165 3.25250 2.79517
H -5.83938 3.40286 -0.01147
H -2.33210 2.79976 -2.65554

=====

Entry 7:
16
Properties=species:S:1:pos:R:3 method="wB97M-V/def2-TZVPD" total_charge=-1 homo_energy_ha=-0.0923 energy_ha=-481.68680 e_lumo_ev=0.1 e_above_lowest_kj_mol=522.8
Rb 1.80331 5.45506 1.91993
O 0.86236 2.72797 -0.56655
O 2.39863 -2.07785 1.82475
O -0.90933 -2.58726 0.46663
C -1.50393 -1.17302 0.55761
C 1.41041 -2.62802 1.39358
C 0.45394 1.47145 -0.93554
C 0.44203 -3.16829 0.76333
C -1.21847 -0.39761 -0.48959
C -0.88411 1.05780 -0.30089
H -1.66484 1.72554 -0.70531
H 1.20368 0.68397 -0.68596
H -1.05670 -0.84166 -1.48124
H 0.33437 1.38512 -2.04205
H -0.80290 -2.91367 -0.49767
H -0.86844 1.28046 0.77896